1.
Here is C17H23AuNO4P2S2 as an isolated structure from the OMol25 dataset. Energies are from wB97M-V/def2-TZVPD.

Properties
expectation value of S² = 0.758
HOMO-LUMO gap (alpha / beta) = 7.81 / 6.73 eV
HOMO (alpha / beta) = -7.28 / -8.25 eV
LUMO level (alpha / beta) = 0.5 / -1.5 eV
relative energy (zero: lowest compared OMol25 entry of this formula, charge and spin) = 0.030 eV

The geometry in ORCA input format:
```
! RIJCOSX wB97M-V def2-TZVPD def2/J DEFGRID3
* xyz 0 2
Au -0.007 -0.165 -0.420
C -3.661 -3.616 -0.478
C -3.844 -3.126 -1.895
O -3.861 -1.687 -1.998
P -2.592 -0.779 -1.691
S -0.921 -1.605 -2.421
S -2.377 -0.303 0.229
O -2.995 0.557 -2.453
C -3.162 0.558 -3.886
C -3.323 1.992 -4.326
H -3.733 -4.705 -0.476
H -4.432 -3.215 0.181
H -2.685 -3.338 -0.081
H -4.808 -3.431 -2.298
H -3.053 -3.506 -2.545
H -4.042 -0.040 -4.132
H -2.284 0.091 -4.338
H -4.172 2.453 -3.824
H -3.492 2.031 -5.403
H -2.428 2.570 -4.094
O 2.080 1.058 1.502
N 1.376 0.456 2.287
O 0.392 -0.186 1.817
C 2.023 0.126 -3.148
P 2.022 0.463 -1.357
C 3.469 -0.449 -0.771
C 3.323 -1.442 0.191
C 4.422 -2.187 0.594
C 5.669 -1.943 0.039
C 5.821 -0.953 -0.924
C 4.725 -0.211 -1.331
C 2.403 2.231 -1.277
C 1.591 3.105 -1.997
C 1.833 4.469 -1.969
C 2.887 4.968 -1.217
C 3.688 4.103 -0.487
C 3.446 2.737 -0.510
H 2.945 0.476 -3.610
H 1.169 0.618 -3.613
H 1.916 -0.948 -3.295
H 2.352 -1.625 0.632
H 4.303 -2.954 1.347
H 6.525 -2.523 0.355
H 6.794 -0.758 -1.356
H 4.851 0.568 -2.075
H 0.754 2.724 -2.572
H 1.195 5.141 -2.528
H 3.077 6.033 -1.192
H 4.499 4.491 0.115
H 4.053 2.070 0.087
*
```

2.
Here is a 3-piece molecular cluster, C17H23B4ClF2O4 overall from the OMol25 dataset. Energies are from wB97M-V/def2-TZVPD.

Properties
structure (SMILES) = CCB(O)B1OBOB(C[C@H](C)Cl)O1.Fc1ccccc1.Fc1ccccc1
HOMO-LUMO gap = 9.65 eV
HOMO = -9.25 eV
LUMO level = 0.4 eV

The geometry in ORCA input format:
```
! RIJCOSX wB97M-V def2-TZVPD def2/J DEFGRID3
* xyz 0 1
C -4.852 -1.613 -0.119
C -4.000 -0.368 0.162
B -2.530 -0.381 -0.399
O -2.007 -1.595 -0.747
B -1.622 1.075 -0.511
O -1.973 2.079 -1.414
B -1.183 3.193 -1.581
O 0.009 3.265 -0.898
B 0.052 2.578 0.304
C 0.607 3.246 1.619
C 2.098 2.967 1.896
C 3.017 4.168 1.657
Cl 2.670 1.557 0.894
O -0.538 1.327 0.314
H -5.618 -1.764 0.642
H -5.358 -1.522 -1.081
H -4.239 -2.515 -0.162
H -3.933 -0.180 1.242
H -4.491 0.525 -0.242
H -1.134 -1.559 -1.136
H -1.541 4.085 -2.278
H 0.477 4.326 1.525
H 0.002 2.910 2.463
H 2.208 2.619 2.919
H 3.396 4.552 2.605
H 3.875 3.896 1.052
H 2.486 4.976 1.155
F 6.264 4.196 1.349
C 7.175 3.331 0.849
C 6.726 2.285 0.068
C 7.667 1.400 -0.441
C 9.017 1.570 -0.166
C 9.432 2.632 0.625
C 8.508 3.529 1.143
H 5.668 2.170 -0.124
H 7.338 0.573 -1.057
H 9.743 0.876 -0.566
H 10.484 2.766 0.844
H 8.804 4.366 1.760
F -7.161 -4.092 0.398
C -6.607 -5.033 -0.395
C -5.427 -5.625 0.006
C -4.865 -6.592 -0.816
C -5.480 -6.947 -2.009
C -6.665 -6.330 -2.385
C -7.243 -5.361 -1.576
H -4.966 -5.326 0.937
H -3.941 -7.069 -0.519
H -5.036 -7.700 -2.645
H -7.146 -6.600 -3.316
H -8.166 -4.866 -1.844
*
```

3.
Here is C17H23CrN5O2 as an isolated structure from the OMol25 dataset. Energies are from wB97M-V/def2-TZVPD.

Properties
expectation value of S² = 0.878
HOMO-LUMO gap (alpha / beta) = 7.27 / 8.14 eV
HOMO (alpha / beta) = -11.36 / -11.33 eV
LUMO level (alpha / beta) = -4.1 / -3.2 eV
relative energy (zero: lowest compared OMol25 entry of this formula, charge and spin) = 0.000 eV

The geometry in ORCA input format:
```
! RIJCOSX wB97M-V def2-TZVPD def2/J DEFGRID3
* xyz 1 2
Cr -0.162 -0.247 0.055
C 0.877 0.057 2.725
N -0.457 -0.007 2.067
C -1.240 -1.091 2.707
C -1.081 1.318 2.147
C -1.951 1.697 3.152
C -2.439 2.999 3.162
C -2.056 3.885 2.168
C -1.201 3.496 1.143
C -0.698 2.200 1.121
N 0.108 1.594 0.135
C 1.289 2.129 -0.429
C 1.618 3.474 -0.569
C 2.831 3.833 -1.141
C 3.726 2.874 -1.590
C 3.405 1.529 -1.460
C 2.204 1.170 -0.878
N 1.811 -0.239 -0.725
C 1.622 -0.857 -2.071
C 2.831 -1.024 0.011
H 0.748 0.245 3.793
H 1.450 0.868 2.281
H 1.388 -0.894 2.583
H -1.254 -0.956 3.789
H -0.758 -2.038 2.473
H -2.256 -1.100 2.323
H -2.246 1.000 3.924
H -3.116 3.314 3.942
H -2.444 4.895 2.170
H -0.981 4.196 0.353
H 0.950 4.250 -0.238
H 3.072 4.883 -1.239
H 4.665 3.167 -2.037
H 4.095 0.770 -1.804
H 2.544 -0.780 -2.648
H 0.839 -0.319 -2.611
H 1.329 -1.896 -1.944
H 3.744 -1.107 -0.581
H 2.436 -2.023 0.192
H 3.060 -0.532 0.952
N -2.242 -0.175 -0.202
N -2.719 -1.506 -0.166
C -1.754 -2.505 -0.422
O -2.072 -3.636 -0.644
O -0.511 -2.041 -0.322
H -2.703 0.379 0.517
H -2.433 0.268 -1.100
H -3.632 -1.668 -0.567
*
```

4.
Here is a 3-piece molecular cluster, C17H23F16O3 overall from the OMol25 dataset. Energies are from wB97M-V/def2-TZVPD.

Properties
HOMO-LUMO gap = 3.40 eV
HOMO = -1.21 eV
LUMO level = 2.2 eV
relative energy (zero: lowest compared OMol25 entry of this formula, charge and spin) = 0.000 eV

The geometry in ORCA input format:
```
! RIJCOSX wB97M-V def2-TZVPD def2/J DEFGRID3
* xyz -1 1
C 1.333 3.635 0.648
C 0.438 4.340 -0.370
C -1.025 3.950 -0.233
C -1.880 4.807 -1.153
C -3.389 4.527 -1.082
C -3.967 3.347 -1.898
O -3.037 2.522 -2.605
C -3.141 1.159 -2.275
H 1.198 4.078 1.647
H 1.015 2.587 0.724
H 2.402 3.648 0.380
H 0.852 4.123 -1.390
H 0.535 5.432 -0.226
H -1.109 2.886 -0.552
H -1.757 5.856 -0.825
H -1.559 4.795 -2.225
H -3.953 5.419 -1.402
H -3.606 4.373 -0.013
H -4.566 2.705 -1.232
H -4.659 3.728 -2.666
H -4.173 0.789 -2.396
H -2.810 0.970 -1.238
H -2.501 0.592 -2.965
C 0.617 -3.856 -1.233
C -0.356 -4.579 -2.173
C 0.146 -4.946 -3.575
F 0.423 -3.846 -4.296
F -0.827 -5.637 -4.214
F -1.527 -3.927 -2.259
F -0.589 -5.796 -1.582
O 0.472 -2.457 -1.098
C 1.144 -1.557 -1.898
C 0.166 -0.652 -2.665
F -0.609 -1.417 -3.467
F 0.883 0.186 -3.437
F 2.007 -2.173 -2.725
F 1.867 -0.767 -1.081
H 0.370 -4.252 -0.247
H 1.649 -4.138 -1.450
H 1.037 -5.574 -3.508
H -0.458 -0.091 -1.965
C 2.202 -0.262 2.879
C 2.899 -1.531 2.376
C 2.013 -2.669 1.861
F 1.270 -3.189 2.862
F 2.815 -3.663 1.390
F 3.757 -2.016 3.303
F 3.633 -1.153 1.291
O 2.057 -0.137 4.288
C 0.958 -0.550 4.973
C 1.324 -1.551 6.083
F 1.885 -2.661 5.567
F 0.194 -1.915 6.737
F -0.012 -1.040 4.184
F 0.442 0.523 5.628
H 2.874 0.547 2.602
H 1.262 -0.094 2.354
H 1.356 -2.345 1.054
H 2.015 -1.083 6.786
*
```

5.
Here is a 4-piece molecular cluster, C17H23F4N3O3 overall from the OMol25 dataset. Energies are from wB97M-V/def2-TZVPD.

Properties
structure (SMILES) = C=C[C@]1([C@@H](F)CC)C[C@@H](COC(F)(F)F)C(=O)O1.CC#N.CC#N.CC#N
HOMO-LUMO gap = 7.00 eV
HOMO = -7.55 eV
LUMO level = -0.6 eV
relative energy (zero: lowest compared OMol25 entry of this formula, charge and spin) = 1.601 eV

The geometry in ORCA input format:
```
! RIJCOSX wB97M-V def2-TZVPD def2/J DEFGRID3
* xyz 0 1
C -1.547 -2.692 -1.506
C -1.221 -1.449 -0.841
C 0.256 -1.007 -0.407
C 0.945 -1.650 0.889
F 0.722 -0.855 2.086
C 0.483 -3.144 1.235
C 1.767 -3.872 1.927
C 0.162 0.615 -0.333
C 1.584 1.228 -0.824
C 2.707 1.463 0.315
O 2.064 1.679 1.602
C 1.847 3.044 1.876
F 0.553 3.122 2.496
F 2.770 3.458 2.857
F 1.778 3.885 0.724
C 2.070 -0.121 -1.610
O 3.187 -0.315 -2.159
O 1.060 -1.155 -1.630
H -1.663 -2.757 -2.643
H -1.670 -3.642 -0.866
H -2.067 -0.698 -0.634
H 2.080 -1.702 0.672
H 0.150 -3.763 0.340
H -0.336 -3.079 2.036
H 1.451 -4.524 2.808
H 2.508 -3.087 2.332
H 2.366 -4.484 1.151
H -0.217 1.001 0.685
H -0.691 0.954 -1.029
H 1.503 1.964 -1.690
H 3.496 2.237 0.038
H 3.272 0.460 0.409
C -4.933 -1.785 1.611
C -3.573 -2.371 1.837
N -2.502 -2.833 2.014
H -5.496 -2.411 0.916
H -5.474 -1.728 2.557
H -4.840 -0.782 1.192
C 0.720 6.152 2.193
C 0.525 7.484 2.853
N 0.372 8.532 3.372
H -0.080 5.981 1.471
H 1.678 6.127 1.673
H 0.699 5.358 2.939
C -1.112 -1.236 -6.158
C -2.010 -1.922 -5.173
N -2.717 -2.462 -4.397
H -1.595 -1.199 -7.136
H -0.904 -0.219 -5.824
H -0.172 -1.782 -6.245
*
```

6.
Here is C17H23F5NO2P2Ti as an isolated structure from the OMol25 dataset. Energies are from wB97M-V/def2-TZVPD.

Properties
expectation value of S² = 2.009
HOMO-LUMO gap (alpha / beta) = 6.45 / 7.07 eV
HOMO (alpha / beta) = -9.26 / -10.16 eV
LUMO level (alpha / beta) = -2.8 / -3.1 eV
relative energy (zero: lowest compared OMol25 entry of this formula, charge and spin) = 1.827 eV

The geometry in ORCA input format:
```
! RIJCOSX wB97M-V def2-TZVPD def2/J DEFGRID3
* xyz 1 3
Ti 0.312 0.655 -0.344
P 2.127 -0.922 0.523
C 2.462 -1.151 -1.280
C 1.186 -1.697 -1.879
N 0.041 -1.122 -1.441
C -1.145 -1.527 -1.927
C -1.209 -2.537 -2.885
C -0.028 -3.074 -3.415
C 1.184 -2.607 -2.919
C -2.377 -0.818 -1.420
P -2.066 0.812 -0.610
H 2.152 -2.922 -3.263
H -2.202 -2.827 -3.208
H -0.062 -3.863 -4.164
H -3.062 -0.659 -2.261
H -2.898 -1.456 -0.691
H 2.632 -0.092 -1.671
H 3.332 -1.825 -1.376
H -0.072 4.379 -1.592
O 1.374 1.410 -1.740
H 1.081 1.258 -2.660
H 0.142 2.514 -1.096
O -0.098 3.765 -0.827
H 0.684 3.891 -0.240
C -2.827 2.020 -1.738
H -3.883 1.772 -1.917
H -2.774 3.026 -1.300
H -2.306 2.032 -2.704
C -3.192 0.793 0.807
H -2.946 1.607 1.500
H -4.239 0.905 0.494
H -3.090 -0.145 1.365
C 2.034 -2.626 1.077
H 3.004 -3.127 0.948
H 1.747 -2.673 2.132
H 1.288 -3.181 0.499
C 3.636 -0.217 1.189
H 3.466 0.067 2.235
H 4.457 -0.944 1.131
H 3.904 0.682 0.620
F -0.755 -1.717 2.405
C -0.326 -0.477 2.751
C 0.373 0.292 1.803
C 0.501 1.642 2.147
F 1.023 2.483 1.114
C 0.155 2.198 3.369
F 0.372 3.508 3.642
C -0.429 1.371 4.331
F -0.705 1.832 5.568
C -0.688 0.039 4.000
F -1.293 -0.746 4.915
*
```

7.
Here is C17H23FeN3O4P2 as an isolated structure from the OMol25 dataset. Energies are from wB97M-V/def2-TZVPD.

Properties
expectation value of S² = 6.038
HOMO-LUMO gap (alpha / beta) = 5.95 / 5.36 eV
HOMO (alpha / beta) = -13.53 / -13.54 eV
LUMO level (alpha / beta) = -7.6 / -8.2 eV

The geometry in ORCA input format:
```
! RIJCOSX wB97M-V def2-TZVPD def2/J DEFGRID3
* xyz 2 5
C -3.515 -2.481 0.035
C -2.720 -1.497 0.795
O -2.371 -0.423 0.402
O -2.394 -1.893 2.083
C -1.320 -2.766 2.225
O -1.283 -3.829 1.729
C -0.219 -2.188 3.069
C 0.769 -1.491 2.189
N 0.284 -0.467 1.549
C 1.064 0.180 0.658
C 0.461 1.238 -0.088
P -1.220 1.444 0.423
C -1.504 1.583 2.184
O -1.797 2.902 -0.123
C 1.186 1.871 -1.113
C 0.691 2.896 -2.100
C -0.096 2.367 -3.331
C -1.452 1.741 -3.020
C 0.759 1.341 -4.073
C 2.548 1.487 -1.289
C 3.153 0.476 -0.539
C 2.399 -0.211 0.443
N 2.922 -1.240 1.172
C 2.148 -1.886 2.004
P 2.901 -3.354 2.791
N 2.547 -4.613 1.957
H -4.304 -2.907 0.646
H -3.916 -1.996 -0.847
H -2.849 -3.288 -0.271
H 0.198 -2.993 3.663
H -0.614 -1.438 3.751
H -1.913 0.631 2.509
H -2.239 2.366 2.356
H -0.564 1.771 2.695
H -1.393 3.587 0.445
H 1.571 3.373 -2.524
H 0.184 3.740 -1.597
H -0.213 3.213 -4.015
H -1.891 1.381 -3.947
H -1.340 0.863 -2.385
H -2.206 2.422 -2.602
H 1.000 0.497 -3.427
H 0.198 0.934 -4.909
H 1.689 1.767 -4.438
H 3.130 1.987 -2.049
H 4.178 0.180 -0.713
H 2.496 -3.289 4.132
H 4.235 -2.938 2.817
H 2.067 -5.355 2.448
Fe -1.447 4.307 -1.768
*
```

8.
Here is C17H23IN2SiTi as an isolated structure from the OMol25 dataset. Energies are from wB97M-V/def2-TZVPD.

Properties
HOMO-LUMO gap (alpha / beta) = 5.73 / 5.73 eV
HOMO (alpha / beta) = -14.80 / -14.80 eV
LUMO level (alpha / beta) = -9.1 / -9.1 eV

The geometry in ORCA input format:
```
! RIJCOSX wB97M-V def2-TZVPD def2/J DEFGRID3
* xyz 2 1
C -2.032 -2.015 1.100
C -2.745 -1.372 -0.074
H -1.759 -3.068 1.225
H -2.861 -1.863 1.740
H -1.191 -1.381 1.344
H -2.776 -1.309 -1.190
H -3.616 -1.962 0.084
H -2.714 -0.286 0.201
C 2.409 -2.151 0.954
C 3.681 -2.675 1.048
C 4.553 -2.523 -0.026
C 4.115 -1.901 -1.195
H 1.615 -2.297 1.731
H 3.959 -3.209 1.970
H 5.566 -2.927 0.091
H 4.754 -1.839 -2.081
N 2.070 -1.436 -0.148
C 2.855 -1.344 -1.294
C 2.244 -0.760 -2.479
N 0.913 -0.350 -2.353
C 0.163 0.008 -3.434
C 2.111 -0.146 -4.822
C 0.762 0.166 -4.667
H -0.931 0.148 -3.275
H 0.145 0.531 -5.508
C 2.808 -0.648 -3.725
H 3.860 -0.979 -3.835
H 2.561 0.003 -5.809
Ti 0.361 -0.827 -0.637
I -0.776 -3.342 -1.366
C -3.699 2.359 1.952
Si -1.902 2.704 2.294
C -1.468 4.495 1.981
C -1.434 2.182 4.005
C -1.015 1.570 1.147
C -0.252 0.785 0.498
H -4.301 2.839 2.729
H -3.881 1.278 1.962
H -3.997 2.734 0.966
H -2.085 5.126 2.646
H -0.406 4.713 2.184
H -1.662 4.789 0.937
H -1.487 1.091 4.110
H -0.409 2.461 4.274
H -2.107 2.624 4.747
*
```

9.
Here is one molecule with the formula C17H23N3O3 from the OMol25 dataset. Energies are from wB97M-V/def2-TZVPD.

Properties
structure (SMILES) = CC[C@H](C)[C@H](NC(=O)[C@@H](N)Cc1c[nH]c2ccccc12)C(=O)O
HOMO-LUMO gap = 8.74 eV
HOMO = -8.11 eV
LUMO level = 0.6 eV
relative energy (zero: lowest compared OMol25 entry of this formula, charge and spin) = 5.033 eV

The geometry in ORCA input format:
```
! RIJCOSX wB97M-V def2-TZVPD def2/J DEFGRID3
* xyz 0 1
C -1.482 -0.997 0.430
C -1.247 -0.389 -0.939
C -1.050 0.208 1.486
C -1.281 -0.179 2.908
C -2.543 -0.310 3.545
C -0.195 -0.617 3.788
C -0.800 -0.952 5.044
C 1.254 -0.731 3.718
C 0.034 -1.469 6.117
C 1.905 -1.516 4.721
C 1.279 -1.759 6.010
C 0.208 0.002 -2.845
C 1.355 -0.770 -3.454
C 0.450 1.624 -2.891
C 1.888 2.184 -3.054
C -0.417 2.350 -3.854
C -0.098 2.063 -5.394
H -0.528 -2.380 1.639
H -0.924 -2.897 0.097
H -2.560 -1.105 0.482
H 0.135 0.352 1.328
H -1.482 1.209 1.058
H -3.474 0.021 3.361
H -2.765 -0.863 5.627
H 1.836 -0.408 2.837
H -0.467 -1.615 7.025
H 3.041 -1.595 4.577
H 1.888 -2.020 6.933
H 0.693 -1.217 -1.081
H -0.822 -0.236 -3.347
H 0.222 1.881 -1.904
H 2.648 1.815 -2.318
H 2.380 1.824 -4.024
H 1.944 3.300 -2.828
H -0.207 3.484 -3.504
H -1.431 1.977 -3.575
H -0.358 1.058 -5.790
H 1.101 2.199 -5.369
H -0.536 2.848 -5.992
H 1.833 -1.235 -5.324
N -0.549 -2.075 0.656
N -2.099 -0.683 4.839
N 0.013 -0.543 -1.529
O -2.181 0.166 -1.493
O 2.251 -1.390 -2.967
O 1.142 -0.617 -4.748
*
```

10.
Here is one molecule with the formula C17H23N3O4 from the OMol25 dataset. Energies are from wB97M-V/def2-TZVPD.

Properties
structure (SMILES) = CCCCCNC(=O)c1ccc2c(=O)n(CCOC)c(=O)[nH]c2c1
HOMO-LUMO gap = 8.99 eV
HOMO = -9.06 eV
LUMO level = -0.1 eV
relative energy (zero: lowest compared OMol25 entry of this formula, charge and spin) = 0.050 eV

The geometry in ORCA input format:
```
! RIJCOSX wB97M-V def2-TZVPD def2/J DEFGRID3
* xyz 0 1
C 5.805 3.517 0.962
C 6.003 2.043 0.627
C 5.241 1.648 -0.637
C 5.516 0.216 -1.099
H 5.006 0.046 -2.049
H 6.587 0.092 -1.267
C 5.062 -0.864 -0.112
N 3.636 -0.831 0.120
C 2.797 -1.761 -0.386
O 3.172 -2.725 -1.021
C 1.348 -1.529 -0.075
C 0.788 -0.262 -0.081
C -0.570 -0.103 0.183
C -1.363 -1.221 0.464
C -0.790 -2.493 0.455
C 0.549 -2.646 0.181
H 1.007 -3.623 0.152
H -1.428 -3.338 0.661
C -2.794 -1.053 0.737
O -3.547 -1.967 0.993
N -3.256 0.257 0.697
C -2.488 1.375 0.443
O -2.925 2.504 0.463
N -1.161 1.137 0.189
H -0.606 1.956 -0.018
C -4.687 0.457 0.867
C -5.439 0.088 -0.423
O -4.993 0.768 -1.565
C -5.353 2.131 -1.624
H -4.788 2.733 -0.906
H -5.113 2.462 -2.633
H -6.427 2.260 -1.444
H -6.513 0.262 -0.258
H -5.278 -0.972 -0.635
H -5.032 -0.193 1.672
H -4.844 1.504 1.129
H 1.381 0.610 -0.322
H 3.269 -0.071 0.668
H 5.585 -0.758 0.842
H 5.283 -1.849 -0.528
H 4.169 1.786 -0.474
H 5.531 2.326 -1.443
H 7.067 1.845 0.480
H 5.667 1.439 1.473
H 4.752 3.736 1.124
H 6.352 3.781 1.864
H 6.163 4.144 0.149
*
```